{
  "formula": "C30H26CaCl2N11O4S2",
  "method": "ωB97M-V with the def2-TZVPD basis set",
  "mol_weight_g_mol": 779.7,
  "fmax_ev_per_a": 2.89,
  "de_lowest_kcal_mol": 38.3,
  "homo_ev": -4.26,
  "total_charge": -1,
  "lumo_energy_ev": 2.0429,
  "e_tot_ha": -4456.7257,
  "species": ["Ca", "C", "C", "C", "C", "C", "C", "N", "N", "C", "C", "C", "C", "C", "N", "H", "H", "H", "H", "H", "H", "H", "H", "H", "N", "C", "C", "C", "C", "C", "C", "S", "N", "C", "C", "C", "C", "C", "C", "N", "H", "H", "H", "H", "H", "H", "H", "H", "H", "Cl", "N", "C", "N", "N", "C", "N", "H", "H", "H", "H", "Cl", "C", "C", "C", "C", "N", "C", "H", "H", "H", "H", "O", "S", "O", "O", "O"],
  "coordinates": [[0.170, 1.424, -0.070], [3.110, -2.254, 4.213], [3.741, -1.014, 4.290], [3.526, -0.060, 3.311], [2.676, -0.346, 2.249], [2.028, -1.568, 2.177], [2.254, -2.525, 3.156], [2.390, 0.609, 1.210], [3.368, 1.334, 0.965], [3.212, 2.309, -0.074], [4.316, 3.109, -0.227], [4.337, 3.964, -1.364], [3.244, 4.070, -2.145], [1.981, 3.423, -1.721], [2.137, 2.302, -0.869], [3.282, -2.999, 4.979], [4.402, -0.792, 5.119], [4.004, 0.910, 3.354], [1.343, -1.755, 1.360], [1.740, -3.476, 3.096], [5.152, 3.008, 0.449], [5.254, 4.477, -1.633], [3.246, 4.647, -3.061], [1.358, 3.148, -2.570], [-2.883, -1.331, 2.143], [-3.681, -2.085, 1.260], [-4.992, -1.701, 1.035], [-5.818, -2.444, 0.203], [-5.330, -3.581, -0.419], [-4.008, -3.958, -0.210], [-3.185, -3.219, 0.624], [-1.507, -3.716, 0.858], [-0.814, -2.443, 1.725], [-1.505, -1.467, 2.152], [-0.800, -0.432, 2.987], [-0.545, -0.795, 4.305], [0.104, 0.098, 5.134], [0.467, 1.329, 4.618], [0.176, 1.603, 3.294], [-0.449, 0.748, 2.475], [-3.153, -0.356, 2.163], [-5.362, -0.801, 1.512], [-6.839, -2.126, 0.039], [-5.964, -4.168, -1.070], [-3.606, -4.834, -0.705], [-0.839, -1.778, 4.647], [0.328, -0.165, 6.161], [0.977, 2.066, 5.222], [0.445, 2.554, 2.849], [-2.250, 0.362, -0.257], [-0.069, -2.654, -4.053], [0.705, -3.284, -3.165], [1.003, -4.599, -3.406], [1.260, -2.757, -2.111], [0.938, -1.566, -1.654], [0.798, -0.570, -1.083], [-0.503, -3.167, -4.798], [-0.215, -1.630, -4.020], [0.393, -5.121, -4.009], [1.364, -5.091, -2.606], [-3.871, 3.017, -2.898], [-2.489, 2.284, -3.631], [-1.580, 3.046, -4.332], [-0.460, 2.418, -4.852], [-0.313, 1.057, -4.656], [-1.208, 0.321, -3.995], [-2.272, 0.924, -3.474], [-1.729, 4.113, -4.430], [0.296, 2.979, -5.384], [0.555, 0.528, -5.033], [-2.952, 0.320, -2.890], [-1.104, 5.181, -0.451], [-0.253, 4.031, -0.466], [-0.687, 2.944, -1.369], [0.021, 3.452, 0.866], [1.140, 4.522, -1.038]]
}

***

{
  "formula": "CH2Br2S",
  "method": "ωB97M-V with the def2-TZVPD basis set",
  "mol_weight_g_mol": 205.9,
  "fmax_ev_per_a": 4.37,
  "de_lowest_kcal_mol": 70.4,
  "homo_ev": [-9.16, -10.13],
  "total_charge": 0,
  "lumo_energy_ev": [-2.5114, -1.2027],
  "e_tot_ha": -5585.3805,
  "species": ["C", "S", "Br", "Br", "H", "H"],
  "coordinates": [[1.462, -1.050, 0.057], [-2.684, 1.846, 0.400], [-0.221, -0.279, 0.598], [3.089, -0.031, 0.336], [1.396, -1.392, -0.883], [-3.043, 0.905, -0.507]]
}

***

{
  "formula": "C4H9NO",
  "method": "ωB97M-V with the def2-TZVPD basis set",
  "mol_weight_g_mol": 87.1,
  "fmax_ev_per_a": 3.34,
  "de_lowest_kcal_mol": 46.2,
  "homo_ev": -9.45,
  "total_charge": 0,
  "smiles": "C=CC.NC=O",
  "lumo_energy_ev": 0.8632,
  "e_tot_ha": -287.7588,
  "species": ["C", "C", "C", "H", "H", "H", "H", "H", "H", "C", "N", "O", "H", "H", "H"],
  "coordinates": [[-1.578, 1.689, -0.968], [-1.237, 0.913, 0.272], [-0.657, 1.390, 1.371], [-2.318, 1.212, -1.617], [-0.667, 2.067, -1.612], [-2.132, 2.590, -0.559], [-1.538, -0.179, 0.340], [-0.343, 0.676, 2.148], [-0.481, 2.451, 1.569], [2.265, -1.803, -0.565], [1.306, -2.400, 0.269], [2.025, -1.338, -1.687], [3.317, -2.036, -0.192], [0.366, -2.583, 0.038], [1.672, -2.648, 1.192]]
}

***

{
  "formula": "C22H19F3N6O5RuSSe",
  "method": "ωB97M-V with the def2-TZVPD basis set",
  "mol_weight_g_mol": 716.5,
  "fmax_ev_per_a": 0.23,
  "de_lowest_kcal_mol": 19.0,
  "homo_ev": [-4.38, -4.42],
  "total_charge": -1,
  "lumo_energy_ev": [2.3309, 2.3307],
  "s_squared": 0.755,
  "multiplicity": 2,
  "e_tot_ha": -4748.6296,
  "species": ["Ru", "C", "N", "C", "C", "N", "C", "C", "C", "C", "C", "C", "N", "C", "N", "C", "C", "C", "C", "C", "C", "N", "H", "H", "H", "H", "H", "H", "H", "H", "H", "H", "H", "H", "H", "H", "H", "O", "N", "C", "C", "C", "C", "C", "S", "H", "H", "H", "H", "F", "C", "F", "F", "O", "Se", "O", "O", "O"],
  "coordinates": [[0.093, 0.127, -1.011], [-1.226, -1.048, 1.792], [-1.074, 0.140, 0.939], [-2.392, 0.641, 0.514], [-2.186, 1.785, -0.411], [-1.082, 1.902, -1.084], [-1.230, 3.002, -1.919], [-0.362, 3.552, -2.855], [-0.804, 4.666, -3.536], [-2.072, 5.221, -3.302], [-2.943, 4.677, -2.378], [-2.493, 3.553, -1.697], [-3.079, 2.757, -0.718], [-1.249, -2.256, 0.920], [-1.108, -2.163, -0.357], [-1.152, -3.461, -0.841], [-1.015, -3.924, -2.146], [-1.081, -5.293, -2.332], [-1.274, -6.177, -1.260], [-1.408, -5.723, 0.042], [-1.341, -4.348, 0.226], [-1.425, -3.542, 1.356], [-2.154, -0.982, 2.376], [-0.381, -1.103, 2.473], [-0.575, 0.858, 1.456], [-3.020, 0.926, 1.367], [-2.882, -0.163, -0.045], [0.591, 3.082, -3.047], [-0.168, 5.112, -4.289], [-2.380, 6.091, -3.868], [-3.924, 5.099, -2.205], [-4.020, 2.820, -0.376], [-0.853, -3.227, -2.962], [-0.973, -5.697, -3.331], [-1.314, -7.242, -1.453], [-1.549, -6.410, 0.867], [-1.407, -3.848, 2.311], [1.380, -1.708, 1.705], [2.587, -1.922, 1.282], [3.550, -2.186, 2.203], [4.840, -2.477, 1.860], [5.179, -2.489, 0.504], [4.208, -2.188, -0.415], [2.882, -1.890, -0.047], [1.751, -1.572, -1.304], [3.178, -2.152, 3.216], [5.562, -2.685, 2.637], [6.189, -2.710, 0.185], [4.427, -2.152, -1.473], [0.993, 1.945, 1.059], [1.502, 1.304, -0.090], [1.835, 2.358, -0.897], [2.693, 0.831, 0.346], [-0.330, -1.446, -4.544], [-0.698, -0.081, -3.766], [-1.341, 1.078, -4.686], [0.670, 0.524, -2.945], [-1.612, -0.406, -2.403]]
}